9
Properties=species:S:1:pos:R:3:mulliken_charge:R:1 method="wB97M-V/def2-TZVPD" charge=-1 mol_weight_da=87.06 orbital_gap_ev="6.13 / 6.69"
C 0.738 0.933 -0.056 -0.1970
C -0.652 0.082 -0.182 -0.2491
N 0.678 2.093 -0.443 -0.6942
N -1.636 1.850 -1.179 -0.0254
O -2.573 2.734 -1.102 -0.5141
O -1.668 1.001 -0.070 -0.1178
H 1.730 0.488 0.386 0.3218
H -0.506 -0.618 -1.124 0.1814
H -0.597 -0.515 0.700 0.2945



7
Properties=species:S:1:pos:R:3:mulliken_charge:R:1 method="wB97M-V/def2-TZVPD" smiles="O=S(=O)=S(=O)([O-])[O-]" charge=-2 mol_weight_da=144.13 orbital_gap_ev=5.91
O 1.687 0.892 -1.102 -0.5817
S 1.423 -0.328 -0.284 0.3763
O 1.882 -0.187 1.164 -0.6203
S -0.835 -0.056 -0.070 0.8775
O -1.095 1.215 0.686 -0.6798
O -1.498 -1.212 0.591 -0.6855
O -1.396 0.057 -1.462 -0.6864



10
Properties=species:S:1:pos:R:3:mulliken_charge:R:1 method="wB97M-V/def2-TZVPD" mol_weight_da=101.04 orbital_gap_ev=8.05
C 1.857 -0.679 -0.121 0.3643
C -0.799 0.896 -0.010 0.4616
C -1.282 -0.431 0.330 -0.9682
N 1.828 -1.810 -0.327 -0.4309
O -1.241 1.918 -0.377 -0.3248
P 1.811 1.020 0.285 -0.1335
H -2.352 -0.511 0.130 0.3243
H -1.076 -0.619 1.382 0.3252
H -0.730 -1.180 -0.240 0.3294
H 1.985 1.396 -1.053 0.0525



80
Properties=species:S:1:pos:R:3:mulliken_charge:R:1 method="wB97M-V/def2-TZVPD" charge=+1 mol_weight_da=799.99 orbital_gap_ev=7.93
Ti 0.056 0.169 0.019 -0.0577
O -0.907 1.721 0.201 0.4065
C -1.616 2.628 -0.459 -0.0121
C -1.791 3.899 0.088 -0.7480
C -2.527 4.843 -0.599 -0.7364
C -3.099 4.538 -1.833 -0.9437
C -2.935 3.278 -2.368 -1.2134
C -2.197 2.301 -1.689 0.4470
C -2.057 0.948 -2.208 0.8769
N -1.291 -0.038 -1.730 1.4926
C -1.493 -1.131 -2.556 -1.2312
C -2.399 -0.823 -3.507 -1.1706
N -2.742 0.493 -3.277 -0.0529
H -1.335 4.117 1.045 0.5292
H -2.655 5.831 -0.176 0.4700
H -3.666 5.284 -2.372 0.4269
H -3.379 3.065 -3.333 0.4005
H -0.967 -2.055 -2.392 0.6538
H -2.814 -1.395 -4.319 0.4874
H -3.426 1.019 -3.791 0.1761
O 0.960 0.028 1.568 1.3688
C 1.226 0.231 2.878 0.8934
C 2.557 0.293 3.277 -0.6847
C 2.875 0.468 4.612 -0.8954
C 1.863 0.573 5.556 -1.0450
C 0.543 0.513 5.152 -1.2420
C 0.189 0.351 3.811 0.4016
C -1.218 0.314 3.401 -0.2149
N -1.680 0.003 2.209 0.8191
C -3.049 0.085 2.288 -0.6803
C -3.421 0.452 3.543 -1.1160
N -2.250 0.594 4.244 -0.0435
H 3.331 0.208 2.526 0.3737
H 3.912 0.518 4.916 0.5070
H 2.100 0.698 6.604 0.4245
H -0.229 0.582 5.910 0.3613
H -3.683 -0.119 1.440 0.5242
H -4.385 0.626 3.991 0.4586
H -2.179 0.878 5.205 0.1548
N 1.184 -0.447 -3.232 0.0240
C 1.651 -1.361 -2.358 -0.2761
N 1.407 -1.371 -1.064 1.6389
C 2.157 -2.409 -0.457 -1.1619
C 2.368 -2.616 0.904 0.1549
C 3.155 -3.676 1.319 -1.3833
C 3.765 -4.530 0.403 -0.6629
C 3.625 -4.300 -0.952 -0.5254
C 2.837 -3.233 -1.357 1.0248
S 2.618 -2.656 -2.979 -0.3598
H 0.847 0.413 -2.828 -0.1510
H 1.692 -0.337 -4.094 0.4122
H 1.969 -1.932 1.630 -0.0414
H 3.309 -3.826 2.380 0.4974
H 4.376 -5.352 0.751 0.4256
H 4.133 -4.922 -1.678 0.4482
Cl 7.035 0.232 -2.726 -0.2190
C 5.441 0.640 -2.172 0.2458
C 5.006 0.179 -0.939 -0.9303
C 3.724 0.489 -0.516 0.1291
C 2.855 1.246 -1.300 0.3215
C 1.457 1.549 -0.860 -0.8754
C 3.338 1.721 -2.518 -0.5014
C 4.619 1.423 -2.963 -0.8073
H 5.663 -0.423 -0.325 0.4866
H 3.381 0.106 0.435 0.0878
H 0.922 2.139 -1.614 0.6067
H 1.474 2.176 0.037 0.7939
H 2.699 2.344 -3.136 0.4612
H 4.979 1.797 -3.912 0.4469
Br -0.708 -4.273 3.914 -0.1534
C -1.470 -3.612 2.326 -0.7990
C -2.706 -4.042 1.883 -0.2309
C -3.201 -3.467 0.726 -1.0372
C -2.444 -2.513 0.065 -0.1778
N -1.240 -2.112 0.478 0.8238
C -0.781 -2.653 1.608 0.2529
H -3.266 -4.787 2.433 0.4771
H -4.171 -3.746 0.339 0.4742
H -2.840 -2.046 -0.822 0.2973
H 0.158 -2.289 1.986 0.1967



17
Properties=species:S:1:pos:R:3:mulliken_charge:R:1 method="wB97M-V/def2-TZVPD" mol_weight_da=98.14 orbital_gap_ev=10.22
C 1.917 -0.687 0.065 -1.3978
C 0.728 0.138 0.522 0.2769
C 0.497 1.461 -0.318 -0.4580
C -1.064 1.797 -0.564 -0.6882
C -1.240 0.679 -0.008 0.0052
C -0.659 -0.593 0.435 -0.0931
O -0.761 -1.662 -0.469 -0.5424
H 1.789 -1.036 -0.965 0.2851
H 2.826 -0.076 0.104 0.3946
H 2.064 -1.566 0.700 0.3741
H 0.855 0.432 1.569 0.3236
H 0.937 1.374 -1.316 0.2959
H 0.946 2.320 0.187 0.3547
H -3.503 -0.411 -0.238 -0.0176
H -3.671 0.113 0.264 0.0712
H -1.002 -0.976 1.396 0.4055
H -0.658 -1.309 -1.364 0.4102



85
Properties=species:S:1:pos:R:3:lowdin_spin:R:1 method="wB97M-V/def2-TZVPD" mol_weight_da=747.49 spin_multiplicity=7 orbital_gap_ev="7.05 / 7.06"
Tb -15.605 3.850 -9.777 6.1016
C -12.316 2.767 -7.575 0.0000
C -11.922 2.467 -9.060 -0.0005
N -12.783 3.008 -10.095 -0.0107
C -12.044 3.621 -11.259 -0.0004
C -11.032 4.730 -10.888 0.0000
S -11.350 5.890 -9.534 -0.0001
C -10.388 5.225 -8.141 0.0000
C -11.270 4.886 -6.914 0.0000
N -12.533 4.213 -7.233 0.0000
H -13.263 2.236 -7.355 0.0000
H -11.463 2.303 -7.044 0.0000
H -10.882 2.832 -9.216 -0.0001
H -11.811 1.403 -9.040 -0.0001
H -13.290 2.241 -10.519 -0.0003
H -11.513 2.744 -11.716 -0.0002
H -12.762 3.973 -11.976 0.0000
H -10.049 4.303 -10.776 0.0000
H -10.918 5.310 -11.812 0.0000
H -9.703 4.373 -8.381 0.0000
H -9.850 6.096 -7.849 0.0000
H -10.687 4.360 -6.151 0.0000
H -11.621 5.819 -6.423 0.0000
H -13.069 4.100 -6.309 0.0000
N -14.815 5.610 -8.314 -0.0132
C -15.195 6.969 -8.775 0.0000
C -16.714 7.206 -8.843 0.0001
C -17.409 6.490 -10.067 -0.0003
O -17.968 7.066 -11.000 -0.0006
O -17.260 5.191 -9.994 -0.0129
H -14.973 5.396 -7.303 0.0000
H -13.778 5.523 -8.381 -0.0001
H -14.805 7.167 -9.759 0.0000
H -14.710 7.718 -8.069 -0.0001
H -16.889 8.278 -8.952 0.0000
H -17.212 6.964 -7.888 0.0000
O -14.554 5.240 -11.271 -0.0142
C -14.854 5.850 -12.350 -0.0008
C -14.201 7.052 -12.678 -0.0002
C -14.618 7.858 -13.700 0.0000
C -15.762 7.520 -14.447 0.0001
C -16.439 6.316 -14.192 0.0001
C -15.993 5.449 -13.157 0.0002
C -16.618 4.107 -13.081 -0.0006
N -16.543 3.258 -12.028 -0.0153
C -17.212 2.124 -12.415 -0.0001
C -17.633 2.200 -13.740 -0.0001
N -17.192 3.466 -14.123 -0.0001
H -13.317 7.199 -12.047 0.0000
H -14.218 8.785 -13.965 0.0000
H -16.059 8.184 -15.217 0.0000
H -17.313 6.070 -14.738 0.0000
H -17.324 1.290 -11.757 0.0001
H -18.181 1.582 -14.382 0.0000
H -17.374 3.885 -15.024 -0.0001
B -14.857 -1.093 -9.982 0.0004
C -15.147 0.353 -9.733 0.0012
N -15.438 1.480 -9.574 -0.0169
H -14.015 -1.552 -9.292 0.0001
H -14.462 -1.170 -11.148 0.0001
H -15.844 -1.808 -9.990 0.0001
C -20.496 3.578 -7.040 -0.0001
N -19.045 3.825 -7.041 -0.0004
C -18.485 4.513 -5.861 -0.0001
C -18.185 3.206 -7.907 -0.0015
C -18.800 2.255 -8.874 0.0000
O -16.952 3.448 -7.880 -0.0136
H -20.785 3.325 -6.011 0.0000
H -20.715 2.725 -7.670 0.0000
H -21.085 4.465 -7.358 0.0000
H -19.256 4.797 -5.150 0.0000
H -18.073 5.478 -6.199 0.0000
H -17.682 3.932 -5.390 0.0000
H -19.411 1.566 -8.313 0.0000
H -17.925 1.731 -9.310 -0.0001
H -19.320 2.815 -9.680 0.0000
N -14.784 3.483 -2.703 0.0000
C -15.381 2.430 -3.363 0.0000
C -15.170 2.644 -4.728 0.0000
N -14.408 3.821 -4.863 0.0000
C -14.204 4.266 -3.644 0.0000
H -14.796 3.782 -1.714 0.0000
H -15.865 1.649 -2.835 0.0000
H -15.625 2.115 -5.548 0.0000
H -13.708 5.183 -3.416 0.0000



30
Properties=species:S:1:pos:R:3:mulliken_charge:R:1 method="wB97M-V/def2-TZVPD" charge=-1 mol_weight_da=384.44 orbital_gap_ev="5.36 / 5.36"
C 1.649 0.453 -1.803 -0.2055
C 0.551 -0.361 -2.127 -1.1754
C 0.409 -1.393 -1.097 0.2523
H -0.044 -0.301 -3.043 0.4128
C 1.595 -1.217 -0.251 -1.0206
C 2.271 -0.066 -0.637 -0.6262
H 3.165 0.338 -0.168 0.4180
H 2.011 1.336 -2.359 0.3814
H -0.130 -2.343 -1.217 0.6077
H 1.933 -1.910 0.493 0.8361
Ga -1.184 -0.794 0.298 0.7713
Cl -1.556 1.203 -0.344 -0.3206
C -4.447 -1.952 0.478 -0.6373
C -3.744 -3.163 0.755 -0.4868
C -3.510 -3.830 -0.485 -0.5522
H -3.475 -3.533 1.743 0.4509
C -4.054 -3.024 -1.531 -0.4449
C -4.636 -1.864 -0.934 -0.4925
H -5.163 -1.069 -1.461 0.3761
H -4.817 -1.246 1.220 0.4075
H -3.036 -4.804 -0.607 0.3806
H -4.059 -3.268 -2.593 0.3806
F 1.113 -0.086 4.231 -0.2257
C 1.419 -0.774 3.109 0.6487
F 1.607 0.095 2.100 -0.1494
F 2.574 -1.486 3.294 -0.2371
S -0.001 -1.935 2.717 0.9533
O 0.273 -2.670 1.484 -0.5992
O -0.215 -2.704 3.907 -0.5802
O -1.056 -0.894 2.355 -0.5240



15
Properties=species:S:1:pos:R:3:mulliken_charge:R:1 method="wB97M-V/def2-TZVPD" mol_weight_da=134.06 orbital_gap_ev="7.20 / 7.20"
C -0.536 2.356 1.622 -0.6631
C -1.076 0.472 -0.262 -0.2025
C 0.659 -1.155 -1.323 -1.1163
C -0.243 -0.746 -0.073 -0.1918
O -0.619 2.967 -1.360 -0.5861
P -1.983 1.596 0.944 -0.0391
P -0.052 1.997 -0.424 0.2602
H -0.656 3.299 2.059 0.3930
H 0.271 1.689 1.790 0.3417
H -2.027 0.313 -1.192 0.3008
H 0.022 -1.667 -2.091 0.2948
H 1.594 -1.798 -1.168 0.3103
H 1.002 -0.325 -1.785 0.3957
H 0.404 -0.547 0.783 0.1855
H -0.795 -1.683 0.321 0.3168



23
Properties=species:S:1:pos:R:3:mulliken_charge:R:1 method="wB97M-V/def2-TZVPD" smiles=Cc1ccccc1.CC mol_weight_da=122.21 orbital_gap_ev=9.96
C -2.791 -0.456 0.086 -1.6009
C -1.363 -0.255 0.550 1.3895
C -0.414 -1.267 0.246 -0.6010
C 0.845 -1.037 0.731 -0.4567
C 1.176 0.015 1.604 -0.7404
C 0.168 0.897 1.939 -0.2174
C -1.125 0.789 1.432 -0.8220
H -3.502 0.288 0.439 0.3664
H -3.185 -1.318 0.658 0.3296
H -2.891 -0.694 -0.969 0.3400
H -0.820 -2.033 -0.390 0.3981
H 1.683 -1.684 0.475 0.5066
H 2.197 0.205 1.892 0.4095
H 0.508 1.739 2.540 0.3115
H -1.952 1.436 1.663 0.3527
C 1.078 0.595 -3.067 -0.8203
C 2.096 0.516 -1.947 -0.4508
H 0.067 0.494 -2.656 0.1903
H 1.069 1.531 -3.628 0.3059
H 1.247 -0.170 -3.822 0.2681
H 1.995 -0.295 -1.228 -0.0618
H 3.057 0.239 -2.408 0.3361
H 2.210 1.434 -1.377 0.2670



13
Properties=species:S:1:pos:R:3:mulliken_charge:R:1 method="wB97M-V/def2-TZVPD" smiles="C=CCC1=CN1" mol_weight_da=81.12 orbital_gap_ev=8.78
C -0.166 1.392 1.933 -0.6362
C 0.805 0.607 1.633 -0.1842
C 0.755 -0.076 0.057 -0.7868
C -0.426 -0.761 -1.011 0.2647
C -1.053 -1.677 -1.611 -0.2006
N -1.007 -0.357 -2.283 -0.5648
H -0.786 1.707 1.093 0.2126
H -0.440 1.783 2.840 0.3178
H 1.519 0.275 2.285 0.3882
H 1.084 0.801 -0.569 0.3140
H 1.511 -0.795 0.165 0.3623
H -1.409 -2.664 -1.410 0.3328
H -0.387 -0.236 -3.123 0.1803



54
Properties=species:S:1:pos:R:3:lowdin_spin:R:1 method="wB97M-V/def2-TZVPD" charge=+2 mol_weight_da=439.42 spin_multiplicity=2 orbital_gap_ev="9.20 / 8.80"
Mn -0.007 0.005 0.077 0.9869
C -2.663 0.168 -1.050 -0.0008
N -1.271 0.012 -1.545 -0.0090
C -0.874 1.193 -2.335 -0.0026
C -0.708 2.357 -1.386 -0.0019
C -0.901 3.672 -1.759 -0.0006
C -0.715 4.671 -0.813 -0.0002
C -0.347 4.321 0.476 0.0004
C -0.170 2.983 0.775 0.0036
N -0.351 2.016 -0.132 0.0034
C -1.114 -1.262 -2.280 0.0010
C 0.249 -1.864 -2.031 0.0045
C 1.009 -2.392 -3.046 -0.0015
C 2.200 -3.026 -2.705 0.0055
C 2.575 -3.078 -1.369 -0.0006
C 1.778 -2.451 -0.424 0.0047
N 0.621 -1.847 -0.732 -0.0021
C -2.817 -0.608 0.222 0.0007
C -4.015 -1.157 0.637 -0.0012
C -4.047 -1.871 1.825 0.0044
C -2.873 -2.033 2.544 -0.0005
C -1.716 -1.455 2.061 0.0060
N -1.686 -0.734 0.932 -0.0059
H -2.847 1.226 -0.854 0.0001
H -3.385 -0.153 -1.805 -0.0003
H 0.079 0.969 -2.823 -0.0006
H -1.602 1.424 -3.119 -0.0005
H -1.195 3.911 -2.772 -0.0001
H -0.861 5.709 -1.080 0.0000
H -0.198 5.068 1.242 0.0001
H 0.126 2.661 1.765 0.0004
H -1.859 -1.957 -1.888 0.0002
H -1.313 -1.140 -3.348 0.0000
H 0.672 -2.334 -4.072 -0.0002
H 2.824 -3.470 -3.470 0.0003
H 3.486 -3.572 -1.060 -0.0001
H 2.069 -2.425 0.619 0.0001
H -4.906 -1.035 0.035 -0.0003
H -4.972 -2.309 2.176 0.0002
H -2.848 -2.604 3.461 -0.0001
H -0.771 -1.577 2.576 0.0005
N 1.144 -0.192 3.657 0.0018
C 2.009 0.090 2.648 0.0022
C 3.402 0.149 2.865 -0.0008
C 4.236 0.433 1.818 0.0026
C 3.708 0.664 0.534 0.0003
C 2.354 0.579 0.415 0.0014
N 1.511 0.287 1.427 -0.0002
H 1.493 -0.206 4.600 0.0001
H 0.179 0.071 3.548 0.0002
H 3.792 -0.022 3.859 -0.0002
H 5.304 0.486 1.981 0.0001
H 4.336 0.899 -0.311 -0.0001
H 1.878 0.751 -0.565 -0.0015



13
Properties=species:S:1:pos:R:3:mulliken_charge:R:1 method="wB97M-V/def2-TZVPD" smiles=C1[C@@H]2O[C@@H]2[C@H]2S[C@@H]12 mol_weight_da=114.17 orbital_gap_ev=9.96
C 0.617 -0.823 0.701 -0.9259
C -0.034 -1.041 -0.623 -0.1417
O 0.609 -0.351 -1.673 -0.4426
C -0.602 0.165 -1.187 -0.0508
C -0.469 1.231 -0.094 -0.4454
S -1.294 1.165 1.474 -0.1750
C 0.320 0.622 1.010 -0.2706
H 1.696 -1.046 0.652 0.3299
H 0.162 -1.469 1.431 0.3162
H -0.329 -2.037 -0.895 0.4755
H -1.461 0.153 -1.841 0.4069
H -0.332 2.256 -0.410 0.4531
H 1.118 1.174 1.452 0.4704